C5H8O2 | ωB97M-V/def2-TZVPD

Results
E_LUMO, eV: 0.74
E_HOMO, eV: -8.84
ΔE to the lowest compared entry with this formula, charge and spin, eV: 3.534
Energy, eV: -9406.29779

Structure (XYZ):
```
15
Properties=species:S:1:pos:R:3:forces:R:3:lowdin_charge:R:1
C -0.55353 1.80971 -0.22590 0.0787 -0.0383 0.0351 -0.021
C -0.49573 0.33984 -0.10312 -0.4322 -0.0967 0.1773 -0.275
C -1.02325 -0.81590 -0.84381 -0.0118 -0.0619 -0.3232 -0.069
C -0.90351 -0.70160 0.66749 -0.2285 0.3410 0.1370 -0.098
O 1.61568 0.23241 -0.23502 0.1836 -0.2490 0.1008 0.004
C 2.10685 -0.71127 0.39813 0.0052 0.1782 -0.0755 -0.376
O 1.45756 -1.70581 0.89007 -0.1384 0.1420 0.0460 0.014
H 0.08433 2.17471 -1.03240 -0.0664 -0.0909 0.0892 0.087
H -0.28422 2.30213 0.71064 -0.0168 -0.0583 -0.1035 0.090
H -1.59419 2.06327 -0.46765 0.1182 -0.0508 0.0254 0.101
H -1.97193 -0.65555 -1.36017 0.1343 0.0056 0.0015 0.101
H -0.35060 -1.50711 -1.35094 -0.0468 0.0864 0.1209 0.102
H -1.61815 -0.71085 1.47914 0.0632 -0.0130 -0.0134 0.115
H 0.33244 -1.39039 0.89655 0.5060 -0.0242 -0.2151 0.086
H 3.19827 -0.72358 0.57699 -0.1484 -0.0701 -0.0026 0.138
```
Forces are in eV/Å.